# C4H5ClN2S

C4H5ClN2S in the gas phase in a non-equilibrium geometry (wB97M-V/def2-TZVPD, OMol25).

SMILES string: SC1(Cl)N=CCC=N1
LUMO (eV): -1.24
Highest occupied orbital energy (eV): -9.13
ΔE to the lowest compared entry with this formula, charge and spin (eV): 2.3594

The geometry in ORCA input format:
```
! RIJCOSX wB97M-V def2-TZVPD def2/J DEFGRID3
* xyz 0 1
C 0.34 -0.24 -1.35
C 0.25 1.35 0.37
C -0.11 1.13 -1.07
C 0.26 -0.88 0.82
N 0.67 -1.15 -0.48
N 0.32 0.45 1.30
S 0.57 -2.25 1.82
Cl -1.93 -1.16 0.61
H 0.58 -0.55 -2.46
H 0.48 2.35 0.68
H 0.18 1.90 -1.78
H -1.21 1.19 -1.33
H -0.41 -2.12 2.87
*
```

Mulliken atomic charge list, values in e, 2 entries: 0.05 0.04